# 1
{"formula": "C54H44KN10O6P", "method": "the ωB97M-V functional and the def2-TZVPD basis", "elements": ["K", "O", "C", "O", "C", "C", "C", "C", "C", "N", "C", "O", "O", "H", "H", "H", "C", "C", "C", "C", "C", "C", "P", "C", "C", "C", "C", "C", "C", "C", "C", "C", "C", "C", "C", "H", "H", "H", "H", "H", "H", "H", "H", "H", "H", "H", "H", "H", "H", "O", "C", "C", "C", "C", "N", "C", "C", "C", "C", "C", "C", "O", "C", "C", "N", "H", "H", "H", "H", "H", "H", "H", "H", "H", "H", "H", "H", "C", "C", "N", "C", "C", "N", "C", "N", "N", "N", "C", "C", "C", "C", "C", "C", "H", "H", "H", "H", "H", "H", "H", "H", "H", "H", "H", "N", "C", "C", "C", "C", "N", "C", "C", "H", "H", "H", "H"], "xyz": [[0.085, -0.239, 0.136], [-4.461, -0.348, 2.067], [-3.754, -0.920, 1.203], [-3.715, -0.738, -0.027], [-2.827, -2.019, 1.744], [-3.378, -3.046, 2.507], [-2.562, -4.081, 2.928], [-1.217, -4.053, 2.600], [-0.739, -2.989, 1.843], [-1.527, -1.991, 1.429], [0.741, -2.981, 1.435], [1.542, -3.378, 2.303], [0.996, -2.599, 0.263], [-4.432, -3.006, 2.750], [-2.970, -4.902, 3.509], [-0.523, -4.817, 2.921], [6.793, 0.541, -4.173], [6.593, 0.891, -2.842], [5.326, 0.826, -2.288], [4.222, 0.423, -3.045], [4.437, 0.073, -4.376], [5.710, 0.130, -4.935], [2.597, 0.370, -2.162], [1.526, -0.159, -3.562], [1.366, -1.536, -3.732], [0.601, -2.043, -4.771], [-0.035, -1.176, -5.651], [0.103, 0.196, -5.484], [0.875, 0.700, -4.444], [2.299, 2.164, -1.925], [2.676, 3.099, -2.902], [2.498, 4.453, -2.668], [1.963, 4.854, -1.444], [1.596, 3.903, -0.500], [1.727, 2.504, -0.679], [7.784, 0.586, -4.609], [7.431, 1.213, -2.235], [5.175, 1.103, -1.249], [3.601, -0.243, -4.988], [5.850, -0.145, -5.974], [1.824, -2.210, -3.015], [0.477, -3.115, -4.876], [-0.653, -1.566, -6.452], [-0.414, 0.878, -6.149], [0.960, 1.772, -4.307], [3.123, 2.773, -3.839], [2.787, 5.184, -3.416], [1.837, 5.915, -1.234], [1.167, 4.276, 0.434], [-3.037, 2.815, -6.456], [-3.090, 3.609, -5.273], [-2.518, 2.839, -4.116], [-1.755, 3.477, -3.150], [-1.271, 2.727, -2.087], [-1.480, 1.423, -1.962], [-2.204, 0.804, -2.892], [-2.751, 1.481, -3.978], [-2.354, -0.670, -2.740], [-3.368, -1.373, -3.380], [-3.451, -2.745, -3.209], [-4.492, -3.552, -3.929], [-4.077, -3.889, -5.260], [-2.511, -3.363, -2.397], [-1.539, -2.582, -1.787], [-1.465, -1.270, -1.956], [-3.544, 3.258, -7.140], [-4.130, 3.876, -5.046], [-2.525, 4.538, -5.404], [-1.517, 4.531, -3.222], [-0.663, 3.183, -1.316], [-3.301, 0.953, -4.745], [-4.108, -0.862, -3.983], [-5.418, -2.985, -4.033], [-4.708, -4.466, -3.367], [-3.118, -3.972, -5.240], [-2.550, -4.431, -2.214], [-0.796, -3.008, -1.120], [-3.478, 2.258, 0.770], [-2.545, 2.329, 1.921], [-1.373, 1.763, 2.029], [-0.875, 2.112, 3.261], [-1.762, 2.903, 3.919], [-2.843, 3.030, 3.061], [-4.061, 3.713, 3.352], [-5.162, 2.800, 3.629], [-6.408, 3.220, 3.341], [-7.262, 2.370, 3.777], [-6.575, 1.341, 4.375], [-7.043, 0.172, 4.985], [-6.103, -0.683, 5.503], [-4.723, -0.406, 5.410], [-4.244, 0.728, 4.803], [-5.207, 1.609, 4.295], [-3.021, 1.664, -0.015], [-3.712, 3.259, 0.392], [-4.393, 1.737, 1.061], [0.088, 1.764, 3.597], [-1.751, 3.367, 4.890], [-4.394, 4.327, 2.516], [-3.879, 4.360, 4.212], [-8.103, -0.041, 5.026], [-6.419, -1.607, 5.972], [-4.016, -1.135, 5.783], [-3.186, 0.892, 4.673], [6.682, -0.070, 5.014], [5.777, -0.023, 4.305], [4.649, 0.047, 3.415], [4.344, -1.011, 2.573], [3.240, -0.896, 1.734], [2.476, 0.195, 1.707], [2.782, 1.209, 2.509], [3.851, 1.190, 3.387], [4.933, -1.918, 2.578], [2.950, -1.705, 1.076], [2.155, 2.088, 2.402], [4.069, 2.035, 4.026]], "e_above_lowest_ev": 0.0000, "charge": -2, "e_homo_ev": -1.7, "homo_lumo_gap_ha": 0.19223}


# 2
{"formula": "C54H45IKN3O2S3", "method": "the ωB97M-V functional and the def2-TZVPD basis", "elements": ["K", "C", "C", "C", "C", "C", "C", "C", "C", "S", "C", "N", "C", "C", "C", "C", "C", "C", "C", "C", "H", "H", "H", "H", "H", "H", "H", "H", "H", "H", "H", "H", "H", "H", "H", "H", "C", "C", "C", "C", "C", "C", "C", "S", "O", "C", "C", "C", "C", "C", "C", "C", "C", "C", "C", "C", "C", "C", "C", "C", "C", "C", "C", "C", "C", "S", "O", "C", "C", "C", "C", "C", "C", "C", "H", "H", "H", "H", "H", "H", "H", "H", "H", "H", "H", "H", "H", "H", "H", "H", "H", "H", "H", "H", "H", "H", "H", "H", "H", "H", "I", "C", "C", "N", "N", "C", "H", "H", "H"], "xyz": [[-0.149, -0.053, -0.386], [-0.278, 4.871, -3.657], [-0.847, 4.357, -4.980], [-1.986, 5.295, -5.404], [0.269, 4.396, -6.033], [-1.376, 2.928, -4.863], [-1.972, 2.324, -5.984], [-2.476, 1.040, -5.946], [-2.387, 0.331, -4.754], [-2.937, -1.261, -4.361], [-2.332, -1.049, -2.705], [-1.778, 0.104, -2.502], [-1.796, 0.904, -3.626], [-1.292, 2.203, -3.689], [-2.523, -2.128, -1.704], [-2.981, -3.370, -2.175], [-3.291, -4.381, -1.287], [-3.124, -4.149, 0.074], [-2.604, -2.938, 0.510], [-2.277, -1.860, -0.337], [0.075, 5.895, -3.788], [0.567, 4.266, -3.325], [-1.035, 4.872, -2.872], [-1.615, 6.318, -5.490], [-2.789, 5.279, -4.665], [-2.410, 5.009, -6.366], [0.651, 5.413, -6.143], [-0.088, 4.061, -7.007], [1.094, 3.747, -5.736], [-2.045, 2.877, -6.912], [-2.935, 0.599, -6.820], [-0.852, 2.615, -2.792], [-3.109, -3.551, -3.238], [-3.669, -5.330, -1.649], [-3.388, -4.924, 0.788], [-2.440, -2.836, 1.583], [0.458, -0.832, 8.606], [0.783, -0.628, 7.153], [1.325, 0.570, 6.702], [1.623, 0.752, 5.358], [1.396, -0.284, 4.469], [0.839, -1.484, 4.890], [0.536, -1.645, 6.229], [1.731, -0.006, 2.738], [0.648, -0.689, 1.972], [3.247, -0.978, 2.611], [4.320, -0.438, 3.362], [5.552, -1.005, 3.312], [5.787, -2.144, 2.499], [7.064, -2.747, 2.423], [7.275, -3.836, 1.626], [6.212, -4.373, 0.871], [4.968, -3.812, 0.929], [4.721, -2.678, 1.741], [3.424, -2.066, 1.794], [2.352, -2.685, 0.953], [1.656, -3.832, 1.422], [1.935, -4.415, 2.686], [1.229, -5.497, 3.124], [0.215, -6.062, 2.318], [-0.057, -5.538, 1.089], [0.662, -4.418, 0.603], [0.400, -3.875, -0.677], [1.126, -2.819, -1.141], [2.106, -2.234, -0.314], [2.859, -0.706, -0.883], [2.043, -0.299, -2.066], [4.431, -1.367, -1.425], [5.579, -0.890, -0.819], [6.810, -1.412, -1.193], [6.898, -2.393, -2.173], [8.224, -2.983, -2.562], [5.725, -2.841, -2.785], [4.492, -2.340, -2.415], [0.577, 0.091, 9.170], [1.117, -1.584, 9.042], [-0.567, -1.182, 8.730], [1.499, 1.376, 7.403], [2.016, 1.697, 5.002], [0.618, -2.263, 4.173], [0.091, -2.573, 6.569], [4.143, 0.433, 3.981], [6.369, -0.592, 3.891], [7.874, -2.330, 3.008], [8.256, -4.289, 1.574], [6.382, -5.235, 0.241], [4.161, -4.230, 0.343], [2.719, -3.990, 3.301], [1.449, -5.930, 4.091], [-0.339, -6.919, 2.678], [-0.831, -5.961, 0.463], [-0.397, -4.299, -1.277], [0.926, -2.378, -2.109], [5.509, -0.134, -0.046], [7.711, -1.055, -0.711], [9.045, -2.483, -2.052], [8.385, -2.899, -3.638], [8.259, -4.043, -2.307], [5.784, -3.602, -3.554], [3.582, -2.695, -2.882], [-5.655, 2.940, 1.622], [-3.758, 2.114, 1.618], [-3.387, 0.890, 2.119], [-2.067, 0.790, 1.902], [-1.557, 1.853, 1.261], [-2.582, 2.674, 1.092], [-3.962, 0.107, 2.579], [-1.482, -0.023, 2.043], [-2.457, 3.624, 0.599]], "e_above_lowest_ev": 1.7551, "charge": 0, "e_homo_ev": -6.2, "homo_lumo_gap_ha": 0.21931}


# 3
{"formula": "C54H45In2N9O30S3", "method": "the ωB97M-V functional and the def2-TZVPD basis", "elements": ["In", "In", "S", "O", "O", "O", "O", "S", "O", "O", "O", "O", "S", "O", "O", "O", "O", "C", "C", "C", "C", "C", "C", "N", "O", "O", "H", "H", "H", "H", "H", "C", "C", "C", "C", "C", "C", "N", "O", "O", "H", "H", "H", "H", "H", "C", "C", "C", "C", "C", "C", "N", "O", "O", "H", "H", "H", "H", "H", "C", "C", "C", "C", "C", "C", "N", "O", "O", "H", "H", "H", "H", "H", "C", "C", "C", "C", "C", "C", "N", "O", "O", "H", "H", "H", "H", "H", "C", "C", "C", "C", "C", "C", "N", "O", "O", "H", "H", "H", "H", "H", "C", "C", "C", "C", "C", "C", "N", "O", "O", "H", "H", "H", "H", "H", "C", "C", "C", "C", "C", "C", "N", "O", "O", "H", "H", "H", "H", "H", "C", "C", "C", "C", "C", "C", "N", "O", "O", "H", "H", "H", "H", "H"], "xyz": [[1.982, 1.430, 4.674], [0.318, 0.315, 0.402], [-1.121, 2.330, 3.085], [-0.869, 2.003, 4.537], [-1.741, 3.572, 2.982], [0.223, 2.280, 2.612], [-1.685, 1.321, 2.236], [1.354, -1.787, 3.182], [0.794, -2.963, 3.723], [1.653, -1.925, 1.769], [0.413, -0.699, 3.104], [2.398, -1.229, 4.033], [3.224, 2.102, 1.260], [2.366, 2.365, 0.158], [4.612, 2.123, 0.845], [3.046, 2.975, 2.436], [2.750, 0.849, 1.742], [6.770, -2.215, -0.411], [5.812, -1.229, -0.075], [4.497, -1.387, -0.499], [4.105, -2.520, -1.193], [5.091, -3.557, -1.349], [6.391, -3.426, -0.897], [2.710, -2.629, -1.711], [2.415, -3.728, -2.106], [1.825, -1.763, -1.424], [7.785, -1.890, -0.234], [6.074, -0.246, 0.287], [3.930, -0.468, -0.525], [4.841, -4.544, -1.709], [7.021, -4.300, -0.971], [-0.938, -7.599, 0.180], [-1.479, -6.987, 1.338], [-1.755, -5.601, 1.383], [-1.622, -4.832, 0.203], [-1.048, -5.386, -0.944], [-0.719, -6.758, -0.916], [-1.868, -3.371, 0.359], [-2.670, -2.905, 1.189], [-1.169, -2.558, -0.285], [-0.710, -8.654, 0.168], [-1.427, -7.601, 2.225], [-2.090, -5.010, 2.222], [-0.801, -4.750, -1.781], [-0.161, -7.152, -1.752], [-3.799, 6.645, -2.542], [-2.958, 6.094, -3.453], [-2.054, 5.117, -3.088], [-2.021, 4.715, -1.773], [-2.998, 5.205, -0.840], [-3.879, 6.101, -1.295], [-1.049, 3.634, -1.330], [0.024, 3.536, -1.993], [-1.335, 2.987, -0.274], [-4.559, 7.404, -2.651], [-3.095, 6.243, -4.514], [-1.497, 4.647, -3.885], [-2.952, 4.836, 0.174], [-4.582, 6.485, -0.570], [6.910, 2.513, -3.491], [6.199, 2.759, -4.602], [4.887, 2.481, -4.596], [4.223, 2.008, -3.510], [4.981, 1.762, -2.283], [6.372, 2.047, -2.340], [2.831, 1.435, -3.532], [2.221, 1.349, -4.636], [2.340, 1.215, -2.459], [7.979, 2.665, -3.478], [6.596, 3.084, -5.552], [4.369, 2.497, -5.543], [4.506, 1.303, -1.428], [6.959, 1.724, -1.493], [-4.638, -1.879, 5.731], [-3.856, -0.951, 5.029], [-2.539, -0.838, 5.392], [-2.038, -1.452, 6.529], [-2.818, -2.361, 7.224], [-4.127, -2.567, 6.798], [-0.626, -1.171, 6.918], [-0.010, -0.143, 6.578], [-0.083, -2.018, 7.583], [-5.653, -1.987, 5.378], [-4.199, -0.412, 4.159], [-1.941, -0.145, 4.821], [-2.409, -2.806, 8.119], [-4.668, -3.276, 7.407], [2.138, -6.291, 0.462], [2.197, -7.652, 0.802], [2.226, -8.068, 2.071], [2.139, -7.156, 3.142], [2.006, -5.788, 2.881], [1.965, -5.351, 1.523], [2.253, -7.632, 4.538], [2.900, -6.963, 5.309], [1.580, -8.632, 4.900], [1.984, -6.167, -0.600], [2.099, -8.296, -0.061], [2.296, -9.133, 2.241], [1.906, -5.090, 3.700], [1.635, -4.348, 1.296], [-7.005, 3.089, 0.000], [-5.733, 3.339, 0.546], [-4.723, 2.470, 0.195], [-4.914, 1.512, -0.847], [-6.220, 1.273, -1.254], [-7.277, 2.153, -0.962], [-3.744, 0.694, -1.254], [-3.866, 0.110, -2.277], [-2.812, 0.469, -0.438], [-7.826, 3.752, 0.228], [-5.550, 4.063, 1.327], [-3.720, 2.697, 0.524], [-6.568, 0.510, -1.934], [-8.235, 2.047, -1.449], [-0.779, -2.755, -6.480], [-0.491, -1.469, -6.877], [-0.462, -0.407, -5.952], [-0.556, -0.595, -4.613], [-0.886, -1.961, -4.300], [-0.945, -3.042, -5.162], [-0.395, 0.536, -3.657], [-0.592, 1.649, -4.027], [-0.349, 0.145, -2.512], [-0.701, -3.560, -7.195], [-0.190, -1.315, -7.902], [-0.235, 0.537, -6.425], [-0.896, -2.196, -3.246], [-1.045, -4.085, -4.903], [-0.291, 5.827, 1.245], [-1.517, 6.513, 1.488], [-1.723, 7.720, 0.730], [-0.732, 8.187, -0.175], [0.453, 7.473, -0.388], [0.634, 6.210, 0.198], [-0.941, 9.425, -0.822], [-0.110, 9.827, -1.578], [-1.989, 10.015, -0.627], [0.027, 5.019, 1.887], [-2.173, 6.260, 2.307], [-2.503, 8.449, 0.894], [1.187, 7.888, -1.063], [1.527, 5.611, 0.303]], "charge": 0, "e_homo_ev": -9.5, "homo_lumo_gap_ha": 0.13346}


# 4
{"formula": "C54H45N9O18", "method": "the ωB97M-V functional and the def2-TZVPD basis", "elements": ["C", "C", "C", "C", "C", "C", "N", "O", "O", "H", "H", "H", "H", "H", "C", "C", "C", "C", "C", "C", "N", "O", "O", "H", "H", "H", "H", "H", "C", "C", "C", "C", "C", "C", "N", "O", "O", "H", "H", "H", "H", "H", "C", "C", "C", "C", "C", "C", "N", "O", "O", "H", "H", "H", "H", "H", "C", "C", "C", "C", "C", "C", "N", "O", "O", "H", "H", "H", "H", "H", "C", "C", "C", "C", "C", "C", "N", "O", "O", "H", "H", "H", "H", "H", "C", "C", "C", "C", "C", "C", "N", "O", "O", "H", "H", "H", "H", "H", "C", "C", "C", "C", "C", "C", "N", "O", "O", "H", "H", "H", "H", "H", "C", "C", "C", "C", "C", "C", "N", "O", "O", "H", "H", "H", "H", "H"], "xyz": [[0.425, 3.356, 5.205], [0.013, 1.959, 4.897], [-0.415, 1.189, 5.955], [-0.535, 1.713, 7.262], [-0.125, 3.057, 7.527], [0.349, 3.840, 6.486], [-1.174, 0.954, 8.297], [-1.565, 1.485, 9.358], [-1.479, -0.210, 8.128], [0.752, 3.977, 4.384], [0.138, 1.623, 3.878], [-0.581, 0.151, 5.709], [-0.103, 3.596, 8.462], [0.594, 4.882, 6.632], [4.370, 0.350, 7.707], [4.488, -0.890, 7.133], [4.191, -1.112, 5.792], [3.647, -0.073, 5.037], [3.454, 1.179, 5.697], [3.846, 1.415, 7.060], [3.306, -0.231, 3.603], [3.057, 0.722, 2.939], [3.213, -1.348, 3.203], [4.737, 0.504, 8.711], [4.867, -1.713, 7.721], [4.319, -2.130, 5.454], [3.062, 2.010, 5.128], [3.786, 2.374, 7.551], [2.568, -4.207, -2.231], [3.209, -5.074, -1.426], [2.530, -6.163, -0.837], [1.155, -6.379, -1.138], [0.466, -5.553, -1.933], [1.204, -4.461, -2.474], [0.377, -7.485, -0.424], [0.987, -8.444, -0.039], [-0.829, -7.353, -0.163], [3.116, -3.560, -2.901], [4.245, -4.865, -1.204], [3.101, -6.853, -0.234], [-0.548, -5.778, -2.230], [0.633, -4.031, -3.284], [0.642, -0.919, 1.056], [1.730, -1.248, 0.268], [1.457, -1.391, -1.128], [0.224, -1.305, -1.765], [-0.787, -1.146, -0.804], [-0.666, -0.891, 0.594], [0.018, -1.404, -3.229], [0.941, -1.805, -4.022], [-1.197, -1.224, -3.552], [0.857, -0.633, 2.075], [2.731, -1.191, 0.669], [2.387, -1.378, -1.678], [-1.764, -1.161, -1.266], [-1.512, -0.676, 1.230], [1.263, 3.351, 0.433], [0.581, 3.180, -0.727], [1.172, 2.459, -1.741], [2.566, 2.299, -1.752], [3.344, 2.602, -0.629], [2.665, 3.195, 0.438], [3.298, 1.706, -2.921], [2.848, 0.792, -3.482], [4.431, 2.243, -3.198], [0.914, 3.791, 1.355], [-0.496, 3.256, -0.715], [0.496, 2.193, -2.540], [4.403, 2.412, -0.541], [3.134, 3.433, 1.381], [-1.278, -2.617, 4.057], [-1.707, -2.532, 5.367], [-0.978, -3.017, 6.390], [0.281, -3.638, 6.183], [0.723, -3.785, 4.895], [-0.090, -3.304, 3.823], [1.114, -3.986, 7.381], [0.626, -3.887, 8.496], [2.220, -4.510, 7.002], [-1.847, -2.249, 3.216], [-2.608, -1.990, 5.614], [-1.267, -2.726, 7.389], [1.579, -4.421, 4.724], [0.337, -3.448, 2.842], [-3.957, -0.823, -7.089], [-3.655, 0.205, -6.217], [-4.558, 1.274, -5.972], [-5.702, 1.412, -6.782], [-6.013, 0.381, -7.662], [-5.161, -0.735, -7.809], [-6.610, 2.574, -6.662], [-6.205, 3.659, -6.191], [-7.692, 2.362, -7.221], [-3.479, -1.770, -7.294], [-2.741, 0.140, -5.644], [-4.354, 2.095, -5.301], [-6.888, 0.420, -8.293], [-5.532, -1.475, -8.503], [-3.488, 3.953, -1.248], [-3.098, 4.566, -0.097], [-3.162, 3.925, 1.177], [-3.547, 2.627, 1.225], [-3.849, 1.959, 0.008], [-3.907, 2.626, -1.169], [-3.316, 1.949, 2.488], [-2.917, 2.651, 3.451], [-3.569, 0.782, 2.548], [-3.373, 4.212, -2.290], [-2.622, 5.535, -0.120], [-2.885, 4.454, 2.077], [-4.262, 0.961, 0.025], [-4.049, 2.034, -2.061], [1.186, 0.274, -6.817], [0.164, 0.092, -7.772], [0.149, 0.925, -8.908], [1.012, 2.063, -8.913], [2.007, 2.206, -7.875], [2.110, 1.343, -6.834], [0.924, 3.137, -9.873], [-0.006, 3.135, -10.681], [1.702, 4.049, -9.944], [1.116, -0.403, -5.979], [-0.451, -0.790, -7.667], [-0.582, 0.756, -9.685], [2.664, 3.063, -7.838], [2.962, 1.344, -6.170]], "e_above_lowest_ev": 2.0926, "spin_multiplicity": 2, "charge": -1, "e_homo_ev": [-1.9, -5.3], "s_squared": 0.772, "homo_lumo_gap_ha": [0.06506, 0.19145]}